Record 1
C4H6MgO2 | ωB97M-V/def2-TZVPD

```
13
Properties=species:S:1:pos:R:3:forces:R:3
O -1.089415 1.867869 -0.746776 -0.152 0.333 0.831
C 1.951713 0.503479 -0.393183 0.460 -1.208 0.403
Mg 0.402960 1.689609 0.552455 -0.890 -0.064 -0.978
O 1.655572 -0.737542 -0.093438 -0.253 1.126 0.532
C 2.632819 -1.780850 -0.268352 0.482 -0.363 -0.594
H 2.637476 -2.081218 -1.322182 0.122 0.109 0.209
H 3.612275 -1.392668 0.039698 -0.306 -0.245 -0.160
H 2.319667 -2.636561 0.342657 0.063 0.408 -0.078
C -2.358291 1.758089 -0.698148 0.696 -0.389 -0.281
C -2.827171 0.879822 0.438036 -0.796 0.187 0.293
H -2.149015 0.844166 1.318275 0.175 0.055 -0.139
H -3.818529 1.232534 0.766990 0.311 -0.220 0.022
H -2.970057 -0.146733 0.063964 0.088 0.271 -0.062
```
Forces are in eV/Å.

Results
HOMO level (spin up / spin down): -6.43 / -6.53 eV
energy above the lowest of the compared OMol25 structures with the same formula, charge and spin: 4.5431 eV
total charge: 0
HOMO-LUMO gap (spin up / spin down): 5.42 / 5.19 eV
E: -506.3496 Eh
maximum force: 0.026 Eh/bohr
E_LUMO (spin up / spin down): -1.01 / -1.33 eV

---

Record 2
C4H6MgO5Sn | ωB97M-V/def2-TZVPD

```
17
Properties=species:S:1:pos:R:3:forces:R:3
C 2.979937 -1.064088 -0.477822 0.201 1.367 -5.209
O 2.644058 -0.120820 0.167136 0.768 -2.145 2.941
O 3.117548 -1.489367 -1.550908 0.420 -1.363 2.811
Sn 1.683622 1.628418 -0.320402 -1.171 2.199 -0.523
O 5.638077 1.719694 3.632558 -0.484 0.197 -0.730
O 5.634391 -0.396397 0.934800 -2.973 1.957 -0.587
C 5.677079 -1.631239 1.536579 -0.488 -2.035 -2.135
C 6.330524 -1.373159 2.901707 2.083 -1.449 -0.220
O 5.425112 -0.550593 3.642948 -0.858 -0.455 -0.717
C 5.947094 0.618280 4.357956 0.170 0.065 0.480
Mg 4.813030 0.888537 2.106385 1.730 -0.422 1.196
H 5.617848 -2.288077 0.476893 2.969 0.267 2.341
H 4.907203 -2.382706 1.821948 -2.070 1.649 0.709
H 7.281214 -0.827705 2.779153 -0.236 -0.248 0.072
H 6.498152 -2.317627 3.440456 0.051 0.329 0.012
H 5.438280 0.593672 5.339469 0.166 -0.034 -0.324
H 7.032752 0.456959 4.500085 -0.280 0.121 -0.116
```
Forces are in eV/Å.

Results
HOMO level (spin up / spin down): -11.70 / -11.69 eV
energy above the lowest of the compared OMol25 structures with the same formula, charge and spin: 3.4501 eV
total charge: +1
HOMO-LUMO gap (spin up / spin down): 4.71 / 4.80 eV
E: -946.1973 Eh
<S²>: 0.75
maximum force: 0.105 Eh/bohr
2S+1: 2
E_LUMO (spin up / spin down): -6.99 / -6.89 eV

---

Record 3
C4H6MgO7 | ωB97M-V/def2-TZVPD

```
18
Properties=species:S:1:pos:R:3:forces:R:3
O 1.032701 -2.521220 -3.327506 -0.683 -0.198 -0.095
C 0.754245 -1.430861 -2.748452 2.098 -0.189 -0.221
O 1.729992 -0.671635 -2.405849 -0.706 0.415 0.335
O -0.485170 -1.124189 -2.533702 -1.368 0.305 0.509
O -1.107867 0.993577 0.387598 0.076 -0.555 0.273
C -0.777796 -0.137416 -0.287502 0.387 -0.641 -1.253
C -0.818841 0.085467 -1.803773 0.115 0.337 -0.594
Mg 2.975985 -2.037304 -3.190350 0.303 -0.108 -0.081
H -1.456740 -1.005266 -0.083941 0.200 0.616 0.496
H 0.246665 -0.525748 -0.048636 -0.525 0.379 0.392
H -0.137300 0.891077 -2.106742 -0.143 -0.255 0.175
H -1.833686 0.336031 -2.134251 0.260 -0.102 0.128
C -0.068487 1.072829 3.372151 -0.695 -0.974 1.618
O -0.431749 -0.035035 3.706322 0.132 0.425 -0.696
O 1.139026 1.396272 2.961180 1.249 -0.324 -0.856
H 1.688934 0.586589 2.829966 -0.865 0.729 0.305
O -0.784898 2.182308 3.547593 0.033 0.373 -0.405
H -1.665015 1.944523 3.865895 0.133 -0.233 -0.030
```
Forces are in eV/Å.

Results
HOMO level (spin up / spin down): -6.62 / -10.95 eV
energy above the lowest of the compared OMol25 structures with the same formula, charge and spin: 0.3730 eV
total charge: 0
HOMO-LUMO gap (spin up / spin down): 4.52 / 10.41 eV
E: -882.7792 Eh
maximum force: 0.041 Eh/bohr
E_LUMO (spin up / spin down): -2.10 / -0.54 eV